No. 1
A 2-piece molecular cluster, C4H7NO overall. Source: the OMol25 dataset; level of theory: the ωB97M-V functional and the def2-TZVPD basis.

Structure (XYZ):
```
13
Properties=species:S:1:pos:R:3:forces:R:3
H 0.854521 1.533195 -2.218203 -0.7 -1.9 0.9
H -0.066594 2.074349 -0.145599 -0.5 0.4 0.6
H -0.278169 -1.694109 1.402091 0.6 0.4 -2.5
H 1.049754 -1.362005 -0.009103 -2.3 -0.1 0.6
C 0.678053 0.635452 -1.506471 1.6 -0.5 -2.2
C -0.063378 -1.220120 0.337243 -0.7 -0.1 1.4
H -0.880680 -1.544285 -0.422366 1.7 -0.1 1.2
N -0.360972 0.213542 0.604455 1.0 -2.0 -0.9
H 1.682575 0.217359 -1.279674 -0.2 0.4 -0.1
C -1.263485 0.693110 2.395681 -1.2 0.0 2.3
C 0.038797 1.009186 -0.274980 -0.2 1.4 0.5
H 0.158016 -0.292037 -1.864602 0.3 1.2 -0.7
O -1.548439 -0.263636 2.981527 0.6 0.9 -1.2
```
Positions in Å, forces in eV/Å.

Its total charge is 0. The lowest unoccupied orbital energy is 0.79 eV. Its orbital gap is 9.668 eV.

---

No. 2
C3H3O5PS as an isolated structure. Source: the OMol25 dataset; level of theory: the ωB97M-V functional and the def2-TZVPD basis.

Structure (XYZ):
```
13
Properties=species:S:1:pos:R:3:forces:R:3
C 0.700148 1.217776 1.094002 0.7 -2.4 -0.9
H -0.304301 -1.993179 -0.114784 -0.9 0.0 -0.3
O 0.277760 0.596187 -1.130257 1.0 -1.1 0.5
O -1.993712 1.396813 -0.245085 0.0 1.8 2.9
P -1.353344 0.462750 -1.170876 -3.2 1.0 -2.2
H 0.242190 2.164934 0.850916 0.0 0.0 0.1
O -1.865140 0.766509 -2.531077 1.0 -0.3 -2.2
O 2.410188 -1.054999 0.951313 -1.2 -0.9 -0.2
C 1.268137 -1.107122 0.465274 1.5 -1.4 0.2
S -1.803681 -1.397256 -0.657019 -1.3 -1.8 0.1
O 0.606595 -2.270198 0.265906 2.9 1.8 0.9
C 0.709692 0.234150 0.122815 -0.1 3.1 1.9
H 1.105468 0.983635 2.098871 -0.4 0.3 -0.8
```
Positions in Å, forces in eV/Å.

Its total charge is -2. The lowest unoccupied orbital energy is 6.18 eV. Its orbital gap is 5.936 eV.

---

No. 3
A single C6H9N molecule. Source: the OMol25 dataset; level of theory: the ωB97M-V functional and the def2-TZVPD basis.

Structure (XYZ):
```
16
Properties=species:S:1:pos:R:3:forces:R:3
C -1.695288 0.974475 2.841452 -0.2 -0.1 0.3
H 2.983187 -0.718236 -1.024215 -0.1 0.1 0.0
H -1.407973 0.275144 3.627050 -0.1 0.0 0.0
C -0.122263 0.517189 -0.602409 0.1 1.1 0.4
H 1.565894 -2.426860 -1.791268 -0.2 0.4 0.1
H -0.104301 1.522105 -0.014477 2.5 -0.7 -1.3
H 1.093407 -1.149495 0.268602 -0.1 0.3 -0.2
C -1.136526 0.330553 0.407226 -1.2 -1.5 0.5
H 0.719449 -1.181795 -2.826677 0.0 0.1 0.2
H -1.017734 1.842785 2.891804 -0.2 -0.3 0.0
H -0.347179 0.877925 -1.604178 -0.6 -0.5 -0.1
H -2.707381 1.317209 3.051219 0.0 0.0 0.1
C -1.606993 0.343970 1.522170 0.4 0.4 -0.4
C 1.249280 -1.384179 -1.896994 -0.3 0.0 0.0
C 0.962944 -0.583982 -0.658049 -0.1 0.4 0.3
N 2.152928 -0.330950 -1.463171 0.2 0.1 0.1
```
Positions in Å, forces in eV/Å.

Its total charge is 0. The lowest unoccupied orbital energy is 1.04 eV. Its orbital gap is 9.797 eV. The SMILES is CC#CC[C@H]1CN1.

---

no.,E (a.u.)
1,-286.52230
2,-1231.95309
3,-288.61687